[1]
# C24H60Ca2N4O9

C24H60Ca2N4O9 as an isolated structure in a non-equilibrium geometry (the ωB97M-V functional and the def2-TZVPD basis, the OMol25 dataset).

Element x y z (Å)
Ca  -1.127992  -2.028897  1.257818
Ca  1.808571  1.220732  2.849636
O  0.795294  -3.160823  0.542749
O  0.219740  0.027730  1.706096
O  5.401099  1.609215  -1.028197
O  -1.113420  -1.102628  -0.806796
O  -3.604372  -2.254978  0.841526
O  -2.936822  2.854636  -2.265493
O  -2.339414  -1.196672  3.191222
O  1.957768  3.203209  1.719346
O  1.512975  3.230506  -4.279993
N  -1.120085  3.990374  -4.831197
N  -0.667589  -3.314094  3.399277
N  3.761939  1.138051  1.460528
N  -1.711889  -4.327157  0.706578
C  0.544937  -4.254341  -0.342447
C  -2.482104  -1.977675  4.380242
C  -0.172255  -0.111025  -0.813058
C  3.210298  3.517118  1.043776
C  -1.883599  -4.152323  5.436726
C  -0.934675  -4.379516  -0.574018
C  -3.753086  -3.227565  -0.163769
C  0.954567  4.168736  1.423490
C  0.005445  0.731008  0.478672
C  -2.746426  0.139693  3.404285
C  4.264890  2.545906  1.512873
C  -0.433047  4.473439  -3.632830
C  0.698819  3.566410  -3.183629
C  2.176381  -2.935158  0.777375
C  2.116887  1.970664  -4.211873
C  -3.174634  -4.488953  0.450384
C  3.593658  0.565570  0.100614
C  6.408506  1.521770  -2.017533
C  4.865164  0.365936  -0.668902
C  -2.007893  2.848836  -4.593064
C  -1.967510  -3.375175  4.128296
C  -3.158232  3.157744  -3.641043
C  -3.166245  1.510342  -1.992777
C  -4.141432  -0.941370  0.618431
H  0.923194  1.311395  0.201387
H  0.049977  3.919921  1.978341
H  -4.010263  2.545522  -3.960270
H  -3.611432  -4.495003  1.456403
H  -4.141226  1.154059  -2.355944
H  -0.396707  3.698528  -5.480264
H  2.644161  -3.793073  1.272584
H  4.406401  0.564586  2.005919
H  -1.945354  -1.495421  5.212772
H  2.213804  -2.147880  1.538386
H  -3.452922  -5.436410  -0.013567
H  1.557455  1.212724  -4.777338
H  -4.799538  -3.406821  -0.438895
H  -3.534461  -1.999803  4.679774
H  0.364439  2.670483  -2.642354
H  1.286918  5.162602  1.722422
H  5.596718  -0.158241  -0.023509
H  4.701967  -0.312797  -1.514564
H  -2.789886  -3.963870  6.018579
H  -2.392283  0.768987  2.580940
H  -1.158085  -5.358104  -1.021075
H  4.432142  2.783806  2.571248
H  -1.161615  4.539369  -2.822181
H  1.297254  4.102717  -2.416728
H  -3.250010  -2.967221  -1.102975
H  2.665900  -2.626462  -0.143919
H  -0.720403  1.555666  0.587660
H  -1.441343  1.963873  -4.251791
H  2.923520  1.236233  -0.430808
H  -2.448270  0.882587  -2.541360
H  3.108240  2.032851  -4.665647
H  -3.027749  1.318691  -0.932486
H  6.888364  0.537156  -2.028534
H  2.976523  3.516295  -0.021687
H  -1.329341  -3.658881  -1.286678
H  -4.664661  -0.918262  -0.340142
H  -0.081329  -2.835266  4.090549
H  0.902181  -5.164008  0.166802
H  3.077023  -0.388267  0.188208
H  5.988462  1.645981  -3.022788
H  0.704608  4.137888  0.364426
H  5.204921  2.629564  0.975118
H  -3.330387  -0.220385  0.586761
H  -0.278160  -4.254558  3.376726
H  -2.459449  2.533516  -5.537205
H  -0.410980  0.596204  -1.636357
H  0.843564  -0.448176  -1.143212
H  -3.831581  0.268438  3.420732
H  -3.439779  4.204571  -3.730885
H  -0.080258  5.486911  -3.826282
H  7.158384  2.288208  -1.850170
H  3.516648  4.517041  1.356800
H  -2.296788  0.587784  4.298506
H  -4.895756  -0.739483  1.377116
H  -1.017949  -3.838938  6.024586
H  -1.448429  -5.177044  1.200295
H  -2.698596  -3.885257  3.493233
H  2.191103  1.611824  -3.180523
H  -1.838449  -5.229982  5.288939
H  1.105391  -4.195660  -1.278425

Atoms 1-6, force components in eV/Å:
Ca -0.2 0.9 -0.2
Ca -1.4 -0.6 -1.3
O 0.5 -0.1 -0.4
O 0.6 0.3 0.4
O -0.2 0.2 -0.1
O 0.0 -0.3 1.2

## Properties
* orbital gap: 5.28 eV
* charge: +2
* E_HOMO: -11.85 eV
* electronic energy: -3201.3849 Ha

Here are the Löwdin charges for atoms 1 to 2, given in e:
1 Ca 1.421
2 Ca 1.595


[2]
# C4H7NO2

One molecule with the formula C4H7NO2 (the ωB97M-V functional and the def2-TZVPD basis, the OMol25 dataset).

Element x y z (Å)
O  0.556215  -2.246155  -0.057843
O  2.231974  -0.017341  0.345550
N  -1.225347  0.757932  -0.220332
C  0.101310  -1.123379  -0.084049
C  0.845419  0.107707  0.415006
C  -1.222992  -0.631552  -0.673017
C  0.160538  1.163490  -0.465053
H  0.505130  0.297549  1.448534
H  -2.078581  -1.216108  -0.330641
H  0.403616  1.016974  -1.542670
H  2.424454  -0.957802  0.492057
H  -1.888522  1.334396  -0.721619
H  -1.172913  -0.699145  -1.779578
H  0.360663  2.193762  -0.164332

Atoms 1-6, force components in eV/Å:
O -0.4 0.8 -0.1
O 0.0 -0.2 -0.1
N -0.2 0.1 -0.2
C 0.2 -0.7 0.0
C -0.2 0.1 -0.1
C -0.1 -0.2 0.0

## Properties
* energy above the lowest of the compared OMol25 structures with the same formula, charge and spin: 1.377 eV
* orbital gap: 10.58 eV
* E_HOMO: -9.64 eV
* electronic energy: -361.8303 Ha
* SMILES string: O=C1CNC[C@@H]1O

Here are the natural (NBO) charges for atoms 1 to 2, given in e:
1 O -0.535
2 O -0.697


[3]
# C4H8BrCl3NO8P2V

C4H8BrCl3NO8P2V as an isolated structure in a non-equilibrium geometry (the ωB97M-V functional and the def2-TZVPD basis, the OMol25 dataset).

Element x y z (Å)
Br  -3.121931  1.123881  -1.902856
V  -1.074329  1.025658  -0.854377
Cl  0.588051  5.306393  -0.133512
Cl  -1.642169  3.554484  -0.100350
Cl  -1.160540  5.109235  -2.371573
P  0.179126  -1.957230  -1.043621
P  0.050839  -0.005973  1.225384
O  -0.675445  -0.697859  -1.403105
O  0.804175  0.851829  0.279338
O  0.412595  0.056303  2.705394
O  1.536430  3.462287  -2.319140
O  -0.222011  -3.332396  -1.341244
O  -1.441816  0.305708  0.827796
O  1.618317  -1.614732  -1.446934
O  -0.088046  1.964115  -2.005964
N  -1.094734  -2.503765  1.175817
C  0.522423  3.156678  -1.830101
C  0.176798  -1.792575  0.754648
C  1.371741  -2.505166  1.349027
C  -0.323583  4.246250  -1.201406
H  -1.101660  -2.523241  2.225957
H  -1.069232  -3.395357  0.660581
H  1.521678  -3.521539  1.055748
H  0.626757  0.860205  3.142351
H  1.820072  -0.708283  -1.774044
H  -1.870228  -1.894189  0.898962
H  2.324754  -2.062028  0.953190
H  1.331966  -2.508699  2.474046

Atoms 1-6, force components in eV/Å:
Br -0.1 -0.2 0.1
V -0.4 -0.2 -1.7
Cl 0.4 -0.1 -0.3
Cl 0.5 -1.0 0.1
Cl -0.6 0.9 -1.7
P -1.0 1.0 -0.5

## Properties
* energy above the lowest of the compared OMol25 structures with the same formula, charge and spin: 0.067 eV
* <S²>: 0.76
* orbital gap (spin up / spin down): 7.66 / 8.54 eV
* charge: +1
* E_HOMO (spin up / spin down): -13.28 / -13.49 eV
* electronic energy: -6395.2509 Ha
* 2S+1: 2

Here are the natural (NBO) charges for atoms 1 to 2, given in e:
1 Br -0.066
2 V 1.187


[4]
# C17H35Cl4F12N3O9S

A 9-piece molecular cluster, C17H35Cl4F12N3O9S overall in a non-equilibrium geometry (the ωB97M-V functional and the def2-TZVPD basis, the OMol25 dataset).

Element x y z (Å)
Cl  1.281099  10.897463  -11.909394
Cl  3.405042  8.366010  -12.505701
Cl  5.737004  3.845124  -13.709376
Cl  8.131172  6.107688  -12.943523
S  6.847077  10.166236  -15.824568
F  12.277350  7.934267  -21.258493
F  4.977659  5.729165  -17.511950
F  7.648716  11.676082  -19.326182
F  6.910355  11.022561  -21.269085
F  7.218352  7.889951  -16.940505
F  2.989682  6.438288  -17.029007
F  5.725140  9.097360  -17.943880
F  8.997261  11.418097  -21.016880
F  3.613027  4.446766  -16.434540
F  11.764055  5.921567  -20.613066
F  10.215940  7.412862  -20.931739
F  5.246336  8.098280  -16.070770
O  8.126933  10.437936  -16.442528
O  2.065387  5.292629  -19.136979
O  8.896819  9.275692  -19.004398
O  5.846849  11.216659  -15.987271
O  7.579642  8.602580  -20.699462
O  11.472030  6.675519  -18.184192
O  6.918927  9.666335  -14.446726
O  11.579136  8.838525  -18.755810
O  3.802835  3.888218  -19.268920
N  4.745113  13.601228  -16.396131
N  10.485571  11.242279  -17.632166
N  8.356299  10.138083  -12.280209
C  11.316700  6.922808  -16.781953
C  8.173284  9.469402  -19.949064
C  9.833980  6.690444  -16.443484
C  7.916952  10.920447  -20.408111
C  11.476960  7.206197  -20.497367
C  3.180838  4.740301  -18.713751
C  0.340058  5.664539  -20.772299
C  3.011770  10.848340  -11.514504
C  7.575544  7.189537  -20.365623
C  3.689333  5.362630  -17.400101
C  3.778317  10.136692  -12.597797
C  11.523525  7.665715  -19.026581
C  6.138421  6.728861  -20.324017
C  5.465804  5.571115  -13.460936
C  1.534923  4.811093  -20.385841
C  6.627497  6.428737  -13.881659
C  6.184393  8.707224  -16.760424
H  5.142293  5.695945  -12.427324
H  9.628509  10.747503  -17.307172
H  8.332237  9.294284  -11.709582
H  10.963827  11.498277  -16.770928
H  4.602357  5.970425  -14.004617
H  5.532146  7.294022  -19.621185
H  2.300272  4.880565  -21.160757
H  0.392209  6.662088  -20.344206
H  8.064170  7.001715  -19.410358
H  11.861153  6.148283  -16.250587
H  -0.593822  5.190357  -20.464678
H  11.615783  7.914550  -16.457396
H  8.122665  6.703811  -21.169266
H  9.512348  5.825937  -17.024319
H  1.268160  3.759031  -20.295514
H  0.237023  5.713212  -21.856215
H  9.695145  6.552011  -15.373835
H  10.296877  12.036012  -18.238782
H  6.758987  6.236259  -14.943539
H  5.699473  6.831954  -21.320259
H  3.507661  10.421782  -13.609243
H  3.125590  10.345728  -10.557485
H  7.755486  10.048110  -13.172187
H  6.407795  7.465506  -13.650671
H  5.119013  12.669211  -16.060688
H  3.744840  13.594888  -16.595216
H  9.226074  7.516773  -16.819109
H  7.999069  10.937530  -11.753163
H  4.888929  14.310290  -15.670589
H  11.049524  10.547930  -18.148127
H  3.324086  11.884546  -11.383582
H  6.020119  5.665215  -20.112616
H  5.338257  13.905899  -17.169731
H  9.257489  10.445277  -12.644712
H  4.856697  10.116512  -12.460091

Atoms 1-6, force components in eV/Å:
Cl -0.1 0.0 0.0
Cl 0.0 0.1 -0.1
Cl -0.1 0.1 -0.3
Cl 0.0 0.0 -0.2
S -0.3 -0.1 0.1
F 0.2 -0.1 0.1

## Properties
* energy above the lowest of the compared OMol25 structures with the same formula, charge and spin: 0.000 eV
* orbital gap: 8.43 eV
* charge: +2
* E_HOMO: -14.21 eV
* electronic energy: -4947.1094 Ha

Here are the Löwdin charges for atoms 1 to 2, given in e:
1 Cl 0.577
2 Cl 0.577


[5]
# C6H7N

C6H7N as an isolated structure in a non-equilibrium geometry (the ωB97M-V functional and the def2-TZVPD basis, the OMol25 dataset).

Element x y z (Å)
N  -0.711986  3.270875  0.214546
C  -1.199412  -0.380735  -0.094079
C  1.241788  0.159828  -0.150697
C  0.971096  -1.329953  -0.134353
C  -0.478072  2.162851  -0.060624
C  -0.169982  0.775311  0.115961
C  -0.324201  -1.616996  -0.103626
H  1.732799  0.446949  -1.097597
H  1.773226  -2.066480  -0.154821
H  -1.806958  -0.338262  -1.015131
H  -0.740452  -2.623417  -0.094549
H  -0.304172  1.462592  1.174891
H  -1.896624  -0.383045  0.744999
H  1.912944  0.460484  0.655083

Atoms 1-6, force components in eV/Å:
N 0.0 -0.3 -1.1
C 0.0 0.3 0.3
C -0.1 0.3 0.3
C -0.1 0.1 0.1
C -0.5 2.0 -1.4
C -0.1 0.6 1.7

## Properties
* energy above the lowest of the compared OMol25 structures with the same formula, charge and spin: 2.951 eV
* orbital gap: 10.29 eV
* E_HOMO: -9.54 eV
* electronic energy: -287.4788 Ha

Here are the natural (NBO) charges for atoms 1 to 2, given in e:
1 N -0.351
2 C -0.431